Below is a cluster of 2 separate species, C2H2FN3O in total, with properties calculated with ωB97M-V/def2-TZVPD.

Last column: natural (NBO) charge in e.
Atoms and positions in Å:
C (-0.9144, 1.5756, -0.0431)  0.435
C (-0.0294, -1.5669, -0.2763)  0.856
N (0.2915, 1.2650, -0.1471)  -0.151
N (-0.7630, -1.7174, 0.6524)  -0.768
N (1.4455, 1.6741, -0.2009)  -0.336
O (0.5429, -1.2703, -1.2567)  -0.531
F (-1.8360, 0.9126, 0.5746)  -0.283
H (-0.6969, -2.0123, 1.6421)  0.445
H (1.9599, 1.1395, -0.9450)  0.333

Output
lowest unoccupied orbital energy (alpha / beta) = -0.360 / -0.355 eV
HOMO (alpha / beta) = -9.260 / -9.264 eV
orbital gap (alpha / beta) = 8.90 / 8.91 eV



Below is a structure of composition BCd3H28O20P2, with properties calculated with ωB97M-V/def2-TZVPD.

Last column: natural (NBO) charge in e.
Atoms and positions in Å:
Cd (-2.4453, -0.0499, -0.4544)  1.786
Cd (0.7310, 0.7147, -2.4453)  1.766
Cd (-0.8614, -0.9156, 2.1468)  1.770
P (-3.4966, -0.9710, 1.8541)  2.479
O (-2.3694, -1.5498, 0.9794)  -1.409
O (-2.5659, -0.4399, 3.0067)  -1.315
O (-4.7843, -1.6914, 2.2243)  -1.184
O (-4.0296, 0.1432, 0.8719)  -1.306
P (0.3336, 0.0972, 0.0246)  2.488
O (-0.8960, 0.6806, 0.7923)  -1.249
O (1.4686, 0.9856, -0.6373)  -1.307
O (-0.5915, -0.2003, -1.2326)  -1.341
O (0.6107, -1.2241, 0.7769)  -1.269
B (-3.2016, 1.8253, -1.4658)  -0.887
H (-4.2718, 1.6943, -1.1013)  0.057
H (-2.8498, 0.9643, -2.0801)  -0.061
H (-3.1466, 2.7476, -2.1534)  -0.023
H (-2.4623, 1.9349, -0.6344)  -0.030
O (-0.3001, -2.5604, 3.4033)  -0.968
H (-0.9415, -3.1774, 3.7778)  0.508
H (0.5425, -3.0272, 3.4368)  0.484
O (-0.6519, 3.2812, 0.9149)  -1.002
H (-0.9778, 2.3430, 0.8355)  0.510
H (0.2968, 3.2206, 0.8849)  0.456
O (2.1255, 2.8149, 1.1689)  -0.969
H (1.7972, 2.3195, 0.3844)  0.494
H (2.5253, 2.1455, 1.7293)  0.460
O (-0.2853, -3.4882, -0.1573)  -0.996
H (-0.1127, -2.5441, -0.0348)  0.489
H (-1.1441, -3.6277, 0.2590)  0.488
O (2.7050, -1.5597, 2.4378)  -0.986
H (2.8068, -2.4964, 2.6299)  0.460
H (1.8626, -1.4949, 1.9293)  0.499
O (3.0062, -2.4399, -0.3102)  -0.992
H (3.6054, -1.8818, 0.1977)  0.488
H (2.1260, -2.2240, 0.0409)  0.496
O (4.2308, 0.9788, -0.4836)  -0.962
H (3.2973, 0.7960, -0.6961)  0.496
H (4.7015, 0.8526, -1.3125)  0.452
O (-0.4306, 2.4203, -2.4335)  -1.071
H (-1.4060, 2.3608, -2.5736)  0.562
H (-0.3155, 3.1840, -1.8490)  0.527
O (2.0650, -0.9037, -2.8172)  -1.001
H (2.4654, -1.1552, -3.6568)  0.495
H (2.0327, -1.7297, -2.3010)  0.540
O (0.5601, 0.3083, 3.2827)  -0.958
H (1.2897, 0.7323, 2.8199)  0.480
H (0.7118, 0.5090, 4.2126)  0.498
O (2.2859, 1.8396, -3.3568)  -0.988
H (2.2542, 2.2591, -4.2248)  0.503
H (2.8883, 2.3902, -2.8373)  0.518
O (-3.3424, -1.4442, -1.8379)  -0.973
H (-4.2696, -1.5166, -1.5667)  0.511
H (-3.1765, -2.2300, -2.3692)  0.483

Output
lowest unoccupied orbital energy = 0.680 eV
HOMO = -3.299 eV
orbital gap = 3.98 eV
net charge = -1



Below is a cluster of 2 separate species, C3H9N11O in total, with properties calculated with ωB97M-V/def2-TZVPD.

Last column: natural (NBO) charge in e.
Atoms and positions in Å:
C (4.0231, 0.0749, 0.0210)  0.134
C (2.6380, 0.2577, -0.0691)  0.301
C (-1.6703, 1.4469, 0.2650)  0.289
N (5.1103, -0.1867, 0.2769)  -0.022
N (1.8898, 1.0192, 0.6565)  -0.155
N (1.8453, -0.2298, -1.0665)  -0.262
N (0.7019, 0.8649, 0.1148)  0.181
N (-0.1830, 2.3877, 1.6987)  -0.605
N (-0.4651, 1.5467, 0.6362)  -0.047
N (0.6018, 0.1275, -0.9088)  0.106
N (-2.1175, 0.6932, -0.7392)  -0.277
N (0.5512, -2.5894, 0.0904)  0.224
N (-3.3888, 0.3667, -0.9749)  -0.614
N (0.0536, -3.6562, 0.3512)  -0.435
O (-0.2657, -1.6889, -0.1907)  -0.519
H (-2.2994, 1.9650, 0.8733)  0.263
H (0.1508, 2.0223, 2.5618)  0.422
H (-1.4798, 0.4684, -1.4859)  0.442
H (-3.4414, 0.0838, -1.9728)  0.429
H (0.1496, 3.2423, 1.3645)  0.400
H (-4.1298, 0.8512, -0.3289)  0.440
H (2.1418, -0.7642, -1.8657)  0.475
H (-0.9953, -3.7912, 0.2098)  0.400
H (0.5788, -4.5120, 0.4825)  0.430

Output
lowest unoccupied orbital energy = -7.894 eV
HOMO = -16.302 eV
orbital gap = 8.41 eV
net charge = +2



Below is the molecule C3H6S3Si, with properties calculated with ωB97M-V/def2-TZVPD.

Last column: natural (NBO) charge in e.
Atoms and positions in Å:
C (1.2848, -0.8671, -0.1895)  -0.617
C (-0.0714, 1.1262, 0.8503)  -0.498
C (0.6108, 0.5450, -0.3013)  -0.300
Si (-2.0720, -0.5053, -0.4729)  0.964
S (0.3467, -2.3024, 0.2796)  -0.324
S (-1.6925, 0.3383, 1.3488)  -0.154
S (-0.6459, 0.5277, -1.7272)  -0.158
H (1.7758, -1.1696, -1.2269)  0.218
H (2.1777, -1.0190, 0.4401)  0.249
H (0.5551, 1.0772, 1.7773)  0.249
H (-0.2435, 2.1295, 0.6158)  0.225
H (1.2463, 1.4108, -0.6652)  0.253
H (-3.2720, -1.2913, -0.7289)  -0.106

Output
lowest unoccupied orbital energy = -0.611 eV
HOMO = -7.381 eV
orbital gap = 6.77 eV



Below is a structure of composition C39H46N2O9, with properties calculated with ωB97M-V/def2-TZVPD.

Last column: Mulliken charge in e.
Atoms and positions in Å:
C (8.7447, 2.2923, 4.6587)  -0.819
O (7.6694, 1.3830, 4.9666)  -0.448
C (6.8617, 0.9283, 3.9773)  0.956
C (5.9104, -0.0509, 4.3727)  -0.982
C (5.1007, -0.6460, 3.4202)  0.204
C (5.2259, -0.2962, 2.0691)  -1.141
C (4.4372, -1.0733, 1.0231)  -1.075
C (3.1841, -0.4495, 0.4509)  1.948
C (3.4579, 0.9081, -0.1204)  0.129
O (4.5005, 1.2421, -0.6322)  -0.640
O (2.3711, 1.7572, -0.1540)  -0.355
C (1.5533, 1.6944, 1.0359)  1.425
C (2.3878, 2.0749, 2.2424)  -0.932
C (0.3398, 2.5652, 0.7746)  -1.763
O (1.0418, 0.3427, 1.2152)  -0.190
C (2.0091, -0.6174, 1.3470)  -0.072
O (1.8331, -1.6368, 2.0058)  -0.674
C (6.1391, 0.6891, 1.6932)  -0.087
C (6.9805, 1.2991, 2.6172)  -0.983
H (9.1793, 2.4848, 5.6415)  0.246
H (9.4898, 1.8280, 3.9977)  0.331
H (8.3715, 3.2258, 4.2160)  0.315
H (5.8423, -0.3185, 5.4219)  0.405
H (4.3251, -1.3554, 3.6983)  0.458
H (5.1057, -1.2303, 0.1714)  0.194
H (4.1450, -2.0335, 1.4649)  0.728
H (3.2412, 1.3877, 2.3408)  -0.288
H (2.7581, 3.0952, 2.1033)  0.411
H (1.7543, 2.0101, 3.1314)  0.420
H (-0.1892, 2.2245, -0.1216)  0.310
H (-0.3318, 2.5003, 1.6337)  0.331
H (0.6504, 3.6015, 0.6234)  0.451
H (6.1531, 1.0227, 0.6624)  0.463
H (7.7082, 2.0416, 2.2802)  0.351
C (-7.5556, 0.6887, 1.3646)  -0.809
O (-7.5025, 1.8490, 0.4984)  -0.430
C (-6.3081, 2.1440, -0.0744)  0.719
C (-5.1304, 1.4234, 0.1287)  -0.769
C (-4.0631, 1.5741, -0.7554)  -0.267
C (-2.8262, 0.7211, -0.5885)  0.000
C (-2.7869, -0.4653, -1.5720)  0.276
C (-3.9799, -1.3934, -1.4312)  0.042
O (-5.1544, -1.1225, -1.6480)  -0.729
N (-3.5129, -2.6103, -1.0310)  0.396
C (-4.4192, -3.6998, -0.7958)  -1.060
C (-2.0654, -2.7385, -0.9753)  0.269
C (-1.6222, -3.1267, 0.4511)  -1.485
C (-1.5978, -3.7783, -2.0129)  -1.526
N (-1.6575, -1.3781, -1.3374)  0.338
C (-0.3714, -0.9246, -1.3371)  -0.207
C (0.7349, -1.6939, -1.0099)  -0.394
C (2.1107, -1.2077, -1.0450)  -0.901
C (3.1990, -2.1852, -1.3259)  0.770
C (4.4135, -1.7109, -1.8546)  -0.466
C (5.4615, -2.5922, -2.0427)  -0.418
C (5.3205, -3.9446, -1.6805)  -0.668
C (4.1038, -4.3985, -1.1492)  -0.775
C (3.0760, -3.5078, -0.8918)  -0.506
C (-4.1382, 2.4905, -1.8012)  -0.352
C (-5.2774, 3.2846, -1.9601)  0.393
O (-5.4918, 4.1520, -2.9799)  -0.447
C (-4.3684, 4.5116, -3.8214)  -0.851
C (-6.3396, 3.1664, -1.0427)  0.845
O (-7.4758, 3.8937, -1.2192)  -0.543
C (-8.4573, 3.3838, -2.1669)  -0.572
H (-8.5966, 0.6165, 1.6857)  0.240
H (-7.2598, -0.2132, 0.8099)  0.322
H (-6.8960, 0.8240, 2.2348)  0.322
H (-5.0748, 0.6621, 0.9158)  0.323
H (-1.9118, 1.3194, -0.7491)  -0.523
H (-2.7903, 0.2972, 0.4340)  0.467
H (-2.7441, -0.0732, -2.6060)  0.246
H (-5.4429, -3.3288, -0.8225)  0.354
H (-4.3076, -4.4843, -1.5503)  0.302
H (-4.2274, -4.1478, 0.1813)  0.351
H (-2.1500, -2.4923, 1.1793)  0.322
H (-1.8722, -4.1833, 0.6256)  0.494
H (-0.5490, -2.9829, 0.6068)  0.383
H (-2.1772, -3.6380, -2.9370)  0.404
H (-0.5344, -3.6808, -2.2484)  0.297
H (-1.7872, -4.7856, -1.6205)  0.425
H (-0.2294, 0.1405, -1.5650)  0.679
H (0.5790, -2.7633, -0.8977)  0.309
H (2.1702, -0.2238, -1.5385)  0.851
H (4.5394, -0.6490, -2.0484)  0.369
H (6.4176, -2.2201, -2.3948)  0.411
H (6.1266, -4.6496, -1.8614)  0.402
H (3.9691, -5.4477, -0.8654)  0.376
H (2.1877, -3.8194, -0.3257)  0.412
H (-3.3010, 2.5558, -2.5053)  0.360
H (-4.7428, 5.3101, -4.4674)  0.250
H (-3.5245, 4.8776, -3.2168)  0.337
H (-4.0464, 3.6495, -4.4232)  0.311
H (-9.2776, 4.1060, -2.1342)  0.269
H (-8.0169, 3.3401, -3.1733)  0.228
H (-8.7989, 2.3898, -1.8439)  0.212

Output
lowest unoccupied orbital energy = 0.069 eV
HOMO = -7.851 eV
orbital gap = 7.92 eV



Below is a structure of composition C32H38F6N9O4S2V, with properties calculated with ωB97M-V/def2-TZVPD.

Last column: Löwdin spin population.
Atoms and positions in Å:
V (0.3799, -0.0317, -1.5449)  2.725
C (1.0372, 1.7094, -3.9265)  0.005
C (2.2516, 1.8236, -3.0156)  0.006
N (1.8012, 1.7209, -1.5965)  0.015
C (1.1135, 2.9357, -1.1240)  0.005
C (-0.3772, 2.7122, -0.9877)  0.030
C (-1.2506, 3.7514, -0.7257)  -0.004
C (-2.6052, 3.4868, -0.6194)  0.030
C (-3.0524, 2.1871, -0.8065)  -0.004
C (-2.1329, 1.1930, -1.0670)  0.028
C (-2.5439, -0.2443, -1.2997)  0.008
N (-1.5012, -0.9752, -2.0568)  0.013
C (-1.6830, -0.9048, -3.5393)  0.005
C (-1.0820, 0.3887, -4.0794)  0.005
N (0.2953, 0.4872, -3.5449)  0.012
N (-0.8083, 1.4464, -1.1312)  0.004
H (1.3405, 1.6843, -4.9724)  0.000
H (0.3737, 2.5642, -3.7844)  0.000
H (2.7794, 2.7599, -3.1986)  0.001
H (2.9318, 1.0019, -3.2140)  0.001
H (2.6027, 1.5116, -1.0153)  0.004
H (1.2834, 3.7744, -1.8013)  0.001
H (1.5158, 3.2339, -0.1591)  0.001
H (-0.8670, 4.7598, -0.6134)  -0.001
H (-3.3082, 4.2864, -0.4167)  0.002
H (-4.1086, 1.9474, -0.7568)  -0.001
H (-3.5021, -0.2665, -1.8199)  0.001
H (-2.6833, -0.7334, -0.3362)  0.001
H (-1.5082, -1.9514, -1.7855)  0.004
H (-2.7367, -0.9776, -3.8095)  0.000
H (-1.1492, -1.7403, -3.9825)  0.000
H (-1.6502, 1.2558, -3.7454)  0.000
H (-1.0837, 0.3745, -5.1684)  0.000
H (0.7841, -0.3219, -3.9509)  0.005
F (1.3333, -4.2199, -5.9982)  0.000
C (2.2109, -3.9466, -5.0433)  0.000
F (3.3436, -4.5762, -5.2816)  0.000
F (1.7057, -4.3451, -3.8693)  0.000
S (2.4454, -2.1051, -5.0414)  0.001
O (1.0804, -1.6331, -5.1343)  0.001
O (3.3530, -1.8211, -6.0990)  0.000
N (3.1155, -1.6274, -3.6623)  0.002
S (2.6483, -1.8034, -2.1862)  0.010
O (3.0423, -0.6758, -1.3797)  0.027
O (1.2367, -2.1657, -1.9853)  0.019
C (3.7578, -3.1786, -1.5450)  0.000
F (4.2776, -3.8712, -2.5415)  0.000
F (3.0594, -3.9908, -0.7561)  0.000
F (4.7420, -2.6225, -0.8569)  0.001
N (-6.7505, -0.6561, 6.7974)  0.000
C (-5.9116, -0.7782, 6.0188)  0.000
C (-4.8679, -0.9161, 5.0308)  0.000
C (-4.0061, 0.1445, 4.7709)  0.000
C (-3.0298, 0.0372, 3.7954)  0.000
C (-2.8928, -1.1479, 3.0644)  0.000
C (-3.7501, -2.2177, 3.3382)  0.000
C (-4.7243, -2.0991, 4.3085)  0.000
N (-1.9345, -1.2353, 2.0652)  0.001
C (-1.5461, -2.3523, 1.3369)  0.003
C (-0.4477, -2.1067, 0.6427)  0.003
N (0.0397, -0.7509, 0.8947)  0.007
C (-0.9989, -0.1451, 1.7826)  0.001
H (-4.0990, 1.0598, 5.3420)  0.000
H (-2.3693, 0.8788, 3.6141)  0.000
H (-3.6599, -3.1527, 2.7997)  0.000
H (-5.3831, -2.9333, 4.5157)  0.000
H (-2.1197, -3.2672, 1.3443)  0.000
H (0.0689, -2.7698, -0.0290)  0.001
H (-1.5203, 0.6782, 1.2824)  0.000
C (1.2465, 1.8324, 4.5522)  0.000
N (0.3916, 1.9489, 3.3769)  0.000
C (-0.3502, 3.2001, 3.3856)  0.000
C (1.1300, 1.8290, 2.1221)  0.001
C (1.9058, 0.5360, 1.9515)  0.004
C (3.2450, 0.5587, 2.3469)  0.000
C (4.0495, -0.5684, 2.3324)  0.003
C (3.4959, -1.7702, 1.9282)  0.000
C (2.1827, -1.8135, 1.4910)  0.003
C (1.3914, -0.6700, 1.4478)  0.004
H (0.6368, 1.9593, 5.4461)  0.000
H (2.0447, 2.5941, 4.5706)  0.000
H (1.7074, 0.8467, 4.5900)  0.000
H (-0.5573, 0.2428, 2.6886)  0.000
H (-0.9206, 3.2825, 4.3113)  0.000
H (-1.0522, 3.2214, 2.5460)  0.000
H (0.3079, 4.0821, 3.3091)  0.000
H (1.8493, 2.6625, 2.0507)  0.000
H (0.3988, 1.9456, 1.3189)  0.001
H (3.6566, 1.4999, 2.6971)  0.000
H (5.0832, -0.5089, 2.6515)  0.000
H (4.0825, -2.6811, 1.9509)  0.000
H (1.7691, -2.7666, 1.1945)  0.000

Output
lowest unoccupied orbital energy (alpha / beta) = -2.857 / -3.103 eV
HOMO (alpha / beta) = -10.230 / -10.269 eV
orbital gap (alpha / beta) = 7.37 / 7.17 eV
2S+1 = 4
net charge = +1



Computed ΔE to the lowest compared entry with this formula, charge and spin, in the same sequence as the records: 70.42, 142.41, 10.08, 47.60, 0.00, 13.88 kcal per mole.
Computed largest force on an atom, in the same sequence as the records: 1.96, 6.11, 7.88, 3.67, 2.24, 2.38 eV Å⁻¹.